{"formula": "C4H6IN2", "method": "wB97M-V/def2-TZVPD", "smiles": "C[n+]1cc[nH]c1I", "de_lowest_kj_mol": 80.9, "homo_lumo_gap_ev": 9.52, "spin_multiplicity": 1, "lumo_ev": -3.98, "total_charge": 1, "largest_force_ev_per_a": 6.8, "species": ["C", "C", "C", "C", "N", "N", "I", "H", "H", "H", "H", "H", "H"], "coordinates": [[-0.464778, 1.153607, 1.352091], [-1.053062, 0.699234, 0.205237], [0.890017, -0.408973, 0.628068], [-0.213842, -0.812436, -1.695044], [0.707256, 0.485772, 1.566522], [-0.232883, -0.224449, -0.335400], [2.589460, -1.614649, 0.350468], [-0.879154, 1.982499, 2.008069], [-1.891016, 0.861154, -0.374615], [0.323489, 0.028236, -2.212696], [0.011385, -1.835611, -1.801456], [-1.245717, -0.855303, -1.923726], [1.458844, 0.540920, 2.232481]], "forces_ev_per_a": [[-2.09, 2.58, 1.31], [2.32, -0.73, 0.59], [-2.15, -0.35, -4.36], [-0.64, 3.23, 0.78], [-0.06, -0.76, -0.59], [5.04, -2.82, 3.64], [-1.01, 0.63, 0.14], [0.94, -1.48, -0.80], [-1.91, 1.11, -0.35], [-0.37, -1.77, -0.60], [1.52, -0.94, 0.34], [-1.20, 0.55, -0.92], [-0.39, 0.75, 0.83]], "nbo_charge": [-0.075, -0.015, 0.233, -0.421, -0.490, -0.304, 0.344, 0.276, 0.253, 0.245, 0.256, 0.231, 0.468]}

=====

{"formula": "C26H38ClF4N3O10P2S", "method": "wB97M-V/def2-TZVPD", "smiles": "CCO[C@H](CCN)O[C@@H](N)[C@]([PH2]=S)(N(C[C@@H](C)Cl)C(F)(F)C(F)F)P(C)C.O=C1C=C(O)C(=O)C=C1O.O=C1C=C(O)C(=O)C=C1O", "homo_lumo_gap_ev": 6.07, "spin_multiplicity": 1, "lumo_ev": -2.02, "largest_force_ev_per_a": 3.5, "species": ["C", "C", "O", "C", "C", "C", "N", "O", "C", "N", "C", "P", "S", "N", "C", "C", "C", "Cl", "C", "F", "F", "C", "F", "F", "P", "C", "C", "H", "H", "H", "H", "H", "H", "H", "H", "H", "H", "H", "H", "H", "H", "H", "H", "H", "H", "H", "H", "H", "H", "H", "H", "H", "H", "H", "H", "H", "H", "C", "C", "C", "O", "C", "C", "C", "O", "O", "O", "H", "H", "H", "H", "C", "C", "C", "O", "C", "C", "C", "O", "O", "O", "H", "H", "H", "H"], "coordinates": [[0.044038, -4.717848, 1.429917], [0.048887, -3.209552, 1.672864], [-1.285631, -2.733504, 1.677485], [-1.435214, -1.382647, 1.339053], [-1.275871, -1.147866, -0.158044], [-2.105877, -2.134530, -0.996201], [-1.209551, -2.992703, -1.787681], [-0.489334, -0.664975, 2.089962], [-0.620347, 0.727969, 2.098891], [-1.817744, 1.151098, 2.798959], [0.707319, 1.250233, 2.702709], [0.604154, 3.093059, 3.075874], [-0.553141, 3.692465, 4.533411], [1.717311, 0.941683, 1.658280], [1.629731, 1.765000, 0.459231], [1.651882, 0.991451, -0.878504], [2.680708, 1.539039, -1.858815], [1.939438, -0.763122, -0.658646], [3.055056, 0.675892, 2.073540], [3.496549, 1.563812, 3.031873], [3.880478, 0.882061, 0.998847], [3.299831, -0.798321, 2.562678], [3.934011, -0.782107, 3.767329], [4.110637, -1.444067, 1.685488], [1.042250, 0.327054, 4.320204], [1.858432, 1.446274, 5.522057], [-0.520832, -0.057738, 5.165680], [-0.894433, -5.029980, 0.986155], [0.239022, -5.256716, 2.350525], [0.828490, -4.981461, 0.725230], [0.530254, -3.006324, 2.629084], [0.653423, -2.726389, 0.906610], [-2.465301, -1.157569, 1.622622], [-0.245293, -1.253337, -0.468489], [-1.644085, -0.145647, -0.383209], [-2.756732, -1.567828, -1.664266], [-2.749073, -2.743927, -0.372200], [-1.622669, -3.894762, -1.962654], [-1.001008, -2.544449, -2.667074], [-0.659029, 1.055069, 1.052876], [-1.951805, 2.149840, 2.712816], [-2.636131, 0.721648, 2.386301], [1.922648, 3.515129, 3.275232], [0.231853, 3.757476, 1.911694], [2.376114, 2.557772, 0.432144], [0.676255, 2.274464, 0.450544], [0.673069, 1.067035, -1.341404], [3.633658, 1.702341, -1.366390], [2.325822, 2.468093, -2.296563], [2.844010, 0.811511, -2.647734], [2.347320, -1.309380, 2.665109], [1.122484, 1.842344, 6.218708], [2.580094, 0.859701, 6.079143], [2.350299, 2.300043, 5.074282], [-0.237352, -0.544339, 6.096353], [-1.140553, -0.731942, 4.592430], [-1.096869, 0.835122, 5.393748], [2.920567, -3.366879, -5.078517], [2.089922, -2.863345, -4.151875], [0.649582, -2.540010, -4.466849], [-0.041803, -2.098476, -3.566324], [0.168221, -2.767404, -5.816634], [1.001601, -3.268136, -6.738516], [2.434279, -3.609710, -6.421214], [3.106672, -4.074109, -7.323182], [0.646755, -3.505292, -7.991441], [2.456555, -2.611039, -2.908942], [3.952698, -3.603950, -4.863750], [-0.860985, -2.521031, -6.035868], [1.439811, -3.867522, -8.431695], [1.670139, -2.249082, -2.446977], [-2.562454, 3.115449, -1.705279], [-3.765409, 3.252640, -2.283788], [-4.865825, 4.067389, -1.651610], [-5.915377, 4.146575, -2.258047], [-4.610492, 4.695573, -0.368757], [-3.410210, 4.556050, 0.211747], [-2.305691, 3.762559, -0.438140], [-1.237207, 3.695953, 0.151024], [-3.116437, 5.094781, 1.385481], [-4.084587, 2.698623, -3.437506], [-1.766346, 2.536218, -2.152387], [-5.410855, 5.262583, 0.084571], [-2.197755, 4.857359, 1.609542], [-5.007014, 2.962589, -3.623133]], "forces_ev_per_a": [[0.25, 0.25, -0.08], [0.43, -0.58, -0.18], [-0.15, 0.33, 0.17], [0.14, -0.87, -0.54], [-0.84, -0.18, -0.09], [0.34, -0.08, -0.44], [-0.99, -0.63, 1.79], [-0.14, 0.19, 0.63], [-0.20, 0.10, -0.53], [0.01, -0.12, 0.06], [-0.49, 0.71, 0.08], [-0.46, 0.18, 0.64], [-0.10, -0.05, -0.12], [0.35, 0.59, 0.64], [-0.32, 0.02, -0.35], [0.40, 0.11, -0.30], [-0.04, -0.31, 0.12], [0.54, 0.19, 0.17], [0.59, -0.13, -0.47], [-0.14, -0.20, -0.20], [-0.28, 0.03, 0.46], [0.09, 0.12, 0.33], [0.02, -0.08, -0.37], [-0.20, 0.13, 0.21], [0.71, -1.25, -0.03], [-0.62, 0.38, 0.20], [-0.34, 0.62, 0.05], [-0.19, -0.05, 0.06], [-0.21, -0.21, 0.10], [0.12, -0.05, -0.05], [-0.05, 0.22, 0.16], [-0.17, 0.19, -0.14], [-0.10, 0.14, 0.23], [-0.14, 0.15, 0.15], [0.22, 0.26, 0.02], [-0.24, 0.11, -0.02], [-0.06, -0.12, 0.22], [-0.21, -0.17, 0.00], [-0.94, -0.63, 0.96], [0.11, 0.10, -0.03], [0.04, 0.18, 0.22], [0.01, -0.11, -0.08], [0.19, -0.26, -0.31], [0.28, -0.07, -0.37], [0.24, -0.06, 0.00], [-0.12, 0.10, 0.22], [-0.22, -0.21, 0.03], [0.11, 0.07, 0.09], [0.00, 0.18, -0.01], [-0.04, 0.05, -0.23], [0.08, -0.17, -0.14], [-0.04, 0.06, 0.05], [0.23, -0.10, -0.07], [0.26, -0.01, -0.06], [0.19, -0.08, 0.09], [0.04, -0.16, -0.16], [-0.07, 0.04, 0.05], [0.05, -0.06, -0.19], [0.14, -0.04, 0.09], [0.03, -0.20, -0.86], [2.14, 1.63, -2.24], [-0.15, 0.05, 0.32], [-0.21, 0.01, -0.13], [0.30, 0.00, 0.35], [-0.10, 0.00, -0.15], [0.03, 0.02, 0.07], [-0.26, -0.11, -0.24], [-0.01, 0.00, 0.04], [0.00, -0.01, -0.03], [0.09, -0.03, -0.03], [0.14, -0.03, 0.11], [0.14, -0.01, 0.08], [0.21, -0.10, -0.03], [-0.02, 0.22, 0.38], [-0.04, -0.09, -0.17], [-0.15, 0.00, -0.12], [-0.15, 0.09, 0.09], [0.05, -0.19, -0.21], [-0.07, 0.02, 0.09], [0.07, -0.05, -0.05], [-0.05, 0.00, -0.05], [-0.01, 0.00, -0.03], [0.02, 0.01, 0.03], [0.02, -0.01, 0.03], [-0.07, 0.03, 0.00]], "lowdin_charge": [-0.051, -0.246, -0.073, -0.371, -0.129, -0.229, 0.018, -0.076, -0.451, 0.096, -0.575, 0.435, 0.175, -0.079, -0.205, -0.606, -0.106, 0.826, -0.475, 0.070, 0.085, -0.324, 0.051, 0.064, 0.985, -0.303, -0.278, 0.073, 0.067, 0.070, 0.111, 0.084, 0.154, 0.016, 0.106, 0.101, 0.109, 0.068, -0.036, 0.115, 0.025, 0.080, -0.010, -0.045, 0.133, 0.065, 0.089, 0.076, 0.084, 0.067, 0.101, 0.017, 0.039, 0.005, 0.044, 0.029, 0.013, 0.077, -0.223, -0.255, 0.051, 0.083, -0.234, -0.316, 0.108, 0.123, 0.072, 0.137, 0.137, 0.121, 0.039, 0.073, -0.233, -0.311, 0.117, 0.080, -0.230, -0.299, 0.055, 0.121, 0.129, 0.131, 0.139, 0.106, 0.125]}

=====

{"formula": "C24H48O8", "method": "wB97M-V/def2-TZVPD", "smiles": "CC(C)=O.CC(C)=O.CC(C)=O.CC(C)=O.CC(C)=O.CC(C)=O.CC(C)=O.CC(C)=O", "de_lowest_kj_mol": 285.2, "homo_lumo_gap_ev": 9.60, "spin_multiplicity": 1, "lumo_ev": 0.21, "largest_force_ev_per_a": 4.7, "species": ["C", "C", "O", "C", "H", "H", "H", "H", "H", "H", "C", "C", "O", "C", "H", "H", "H", "H", "H", "H", "C", "C", "O", "C", "H", "H", "H", "H", "H", "H", "C", "C", "O", "C", "H", "H", "H", "H", "H", "H", "C", "C", "O", "C", "H", "H", "H", "H", "H", "H", "C", "C", "O", "C", "H", "H", "H", "H", "H", "H", "C", "C", "O", "C", "H", "H", "H", "H", "H", "H", "C", "C", "O", "C", "H", "H", "H", "H", "H", "H"], "coordinates": [[2.294200, 0.810768, 4.437356], [3.038920, 1.845948, 3.489246], [2.736440, 2.008018, 2.339876], [4.092610, 2.825248, 4.129036], [1.968020, 0.013248, 3.769756], [1.344700, 1.102028, 4.886486], [2.926870, 0.326658, 5.181316], [5.050720, 2.433708, 4.470816], [3.549580, 3.352428, 4.913446], [4.441710, 3.557218, 3.400716], [0.553520, 1.253388, -0.628404], [-0.902230, 0.954678, -0.721094], [-1.497620, 0.923678, -1.803104], [-1.513010, 0.168138, 0.403116], [0.719240, 1.648358, -1.630714], [0.937740, 0.235038, -0.569714], [0.867750, 1.922118, 0.172946], [-2.552270, 0.466908, 0.540086], [-0.962590, 0.336848, 1.328676], [-1.588370, -0.896612, 0.182376], [3.318630, -2.241182, -0.692734], [3.403660, -1.776572, 0.753586], [2.398380, -1.818682, 1.536556], [4.653040, -0.963152, 1.174446], [4.249820, -2.665612, -1.068024], [3.094930, -1.395952, -1.343624], [2.582040, -3.013832, -0.913124], [4.497410, 0.024438, 1.608676], [5.294380, -0.946892, 0.293246], [5.132010, -1.608662, 1.910666], [-5.425890, 1.143428, -2.827154], [-6.380340, 0.844018, -1.703964], [-7.564560, 0.554428, -1.923764], [-5.717020, 0.734438, -0.324764], [-5.266370, 2.218788, -2.747974], [-5.861980, 1.055428, -3.822234], [-4.556900, 0.511168, -2.644934], [-5.305880, -0.255562, -0.127354], [-6.421940, 0.992108, 0.465666], [-4.860470, 1.406718, -0.275214], [4.312700, 2.953428, -1.374424], [4.947920, 3.179378, -2.765084], [6.147280, 3.256078, -2.870494], [4.057780, 3.198548, -3.951574], [4.492680, 1.917298, -1.087814], [3.228800, 2.847498, -1.419544], [4.653340, 3.606598, -0.571034], [3.468350, 2.305638, -4.159864], [4.870310, 3.089378, -4.669874], [3.555190, 4.164088, -4.008564], [-3.252120, -1.976132, -4.773454], [-1.940520, -2.647582, -4.545714], [-1.600790, -3.608312, -5.163714], [-1.174100, -2.120322, -3.372524], [-3.676600, -1.617712, -3.835664], [-3.855320, -2.812852, -5.125804], [-3.138370, -1.237982, -5.567364], [-0.735220, -1.164552, -3.658874], [-0.430320, -2.885222, -3.149324], [-1.779250, -1.996932, -2.474374], [-1.079560, 2.592988, 4.107016], [-2.093560, 1.473028, 3.900836], [-3.255250, 1.738898, 3.570486], [-1.638150, 0.099778, 3.720456], [-0.412220, 2.370948, 4.939746], [-1.491540, 3.601228, 4.064246], [-0.339980, 2.534238, 3.308466], [-0.576930, -0.008112, 3.496286], [-2.195940, -0.394182, 2.924856], [-1.832660, -0.423162, 4.656836], [-0.188920, -4.534672, 0.584376], [-1.376550, -3.635022, 0.983196], [-1.374810, -2.922262, 1.967676], [-2.555810, -3.594232, 0.010566], [0.829920, -4.156402, 0.667896], [-0.394080, -4.942092, -0.405584], [-0.292880, -5.371902, 1.274546], [-2.921000, -2.602432, -0.255994], [-3.340860, -4.268782, 0.352316], [-2.389820, -4.094832, -0.943344]], "forces_ev_per_a": [[0.54, -0.33, -1.54], [0.34, 0.72, 2.02], [-0.33, -0.50, -0.33], [-0.45, -0.32, -0.70], [0.17, -0.17, -0.23], [0.36, 0.79, 0.11], [0.15, 0.45, 0.08], [-0.44, -0.68, 0.54], [0.29, -0.04, 0.29], [-0.59, 0.02, -0.31], [-0.74, 0.65, -1.10], [-1.43, -2.44, -1.46], [0.78, 0.97, 1.12], [-0.44, 0.87, 0.80], [0.82, 0.23, 0.16], [0.63, 0.12, 0.36], [0.10, -0.35, 0.02], [-0.04, 0.23, 0.12], [-0.10, -0.29, -0.11], [0.53, 0.07, -0.15], [0.28, -0.75, 0.00], [-3.57, 1.89, 2.38], [3.45, -0.41, -2.75], [-0.29, -1.70, -0.76], [0.30, 0.22, 0.21], [0.01, 0.28, 0.17], [-0.31, 0.19, 0.52], [-0.45, -0.21, -0.21], [0.27, 0.41, 0.20], [0.26, 0.15, 0.18], [-0.75, 0.55, 0.17], [-1.87, -1.87, -0.56], [2.10, 0.85, 0.88], [-0.34, 0.71, -0.18], [0.93, 0.05, 0.20], [-0.10, -0.62, 0.19], [0.38, 0.53, -0.37], [-0.26, -0.21, -0.26], [0.01, -0.12, -0.06], [-0.03, 0.15, 0.02], [-0.48, -0.74, -0.54], [-0.40, -0.76, 2.46], [0.03, 0.24, -0.07], [1.50, -0.29, -1.11], [0.88, -0.13, 0.09], [-0.23, 0.98, -0.10], [-0.01, 0.00, -0.26], [-0.58, 0.27, 0.74], [-0.46, 0.69, -0.95], [-0.29, -0.29, -0.24], [-0.39, -0.89, -0.45], [-0.69, 0.80, 1.62], [0.65, -0.95, -0.92], [0.79, -0.64, 0.09], [0.09, 0.45, -0.30], [-0.45, 0.36, -0.30], [-0.31, 0.23, 0.23], [0.13, 0.07, 0.29], [0.42, 0.34, 0.03], [-0.21, 0.26, -0.23], [0.39, -0.65, 0.02], [-1.80, 2.24, -2.45], [1.39, -0.02, 1.11], [0.64, -1.47, 0.51], [-0.40, 0.40, 0.58], [-0.17, -0.28, 0.49], [-0.16, -0.18, -0.58], [0.07, 0.12, 0.15], [-0.11, 0.07, 0.32], [0.05, -0.32, 0.05], [-1.25, -0.47, 0.22], [0.77, 1.32, -0.49], [0.00, -0.70, -0.51], [-0.10, -1.10, -0.66], [-0.36, 0.48, 0.19], [0.31, 0.07, -0.03], [0.29, -0.26, 0.10], [-0.11, 0.00, 0.68], [-0.41, 0.52, 0.69], [0.80, 0.15, -0.16]], "lowdin_charge": [-0.002, -0.432, 0.045, -0.018, 0.058, 0.049, 0.076, 0.073, 0.077, 0.069, -0.006, -0.469, 0.025, -0.008, 0.082, 0.091, 0.082, 0.085, 0.062, 0.067, -0.029, -0.401, -0.002, -0.010, 0.080, 0.084, 0.070, 0.066, 0.070, 0.085, -0.029, -0.465, 0.038, -0.023, 0.091, 0.084, 0.070, 0.080, 0.084, 0.068, -0.012, -0.504, 0.070, -0.025, 0.071, 0.054, 0.083, 0.088, 0.082, 0.096, -0.014, -0.540, 0.087, -0.023, 0.070, 0.089, 0.097, 0.091, 0.080, 0.060, -0.012, -0.478, 0.041, -0.047, 0.065, 0.087, 0.073, 0.073, 0.072, 0.104, -0.003, -0.452, 0.056, -0.027, 0.065, 0.067, 0.086, 0.065, 0.089, 0.064]}

=====

Question: Number 3 is which compound?
Answer: C24H48O8